This record from the OMol25 dataset describes one molecule with the formula C10H7F3O at a distorted geometry. The level of theory is the ωB97M-V functional and the def2-TZVPD basis.

Values from the calculation:
LUMO level: -0.34 eV
ΔE to the lowest compared entry with this formula, charge and spin: 0.0 kcal/mol
HOMO energy: -9.9963 eV
Calculated total energy: -20682.782 eV
2S+1: 1

Last column: Mulliken charge in e.
Positions of all 21 atoms, in Å:
C  -0.499  -2.227  -1.125  -1.67
C  0.873  -1.478  -0.838  1.01
F  1.913  -2.224  -1.246  -0.38
C  0.798  -1.335  0.736  -0.03
O  0.990  -2.205  1.503  -0.53
C  0.159  0.014  0.896  0.44
C  -0.293  0.632  2.039  -0.55
C  -0.817  1.894  1.932  -0.24
C  -0.973  2.548  0.685  -0.76
C  -0.399  1.948  -0.406  -0.37
C  0.278  0.748  -0.299  -0.22
C  0.935  -0.063  -1.351  1.02
F  2.262  0.245  -1.536  -0.33
F  0.348  0.227  -2.556  -0.32
H  -0.371  -2.593  -2.136  0.38
H  -1.268  -1.504  -1.058  0.43
H  -0.621  -2.803  -0.319  0.55
H  -0.175  0.117  3.006  0.43
H  -1.201  2.307  2.938  0.26
H  -1.451  3.502  0.576  0.43
H  -0.489  2.251  -1.441  0.46

This record from the OMol25 dataset describes one molecule with the formula C18H18N6O4 at a distorted geometry. The level of theory is the ωB97M-V functional and the def2-TZVPD basis.

Values from the calculation:
LUMO level: -1.74 eV
ΔE to the lowest compared entry with this formula, charge and spin: 135.2 kcal/mol
HOMO energy: -7.3169 eV
Calculated total energy: -36078.888 eV
2S+1: 1

Last column: Mulliken charge in e.
Positions of all 46 atoms, in Å:
C  5.140  -0.819  -1.600  -1.52
C  3.827  -0.786  -0.902  0.91
C  3.538  0.242  0.001  -1.08
C  2.315  0.294  0.648  1.09
C  2.174  1.327  1.726  -1.79
C  1.324  -0.632  0.271  -0.20
N  -0.002  -0.516  0.760  1.09
C  -0.536  -1.181  1.814  -0.14
C  -1.550  -0.425  2.331  -1.21
N  -1.686  0.712  1.596  0.28
C  -2.091  1.968  2.195  -1.09
C  -0.889  0.580  0.393  0.17
O  -0.132  1.766  0.115  -0.38
N  -1.029  2.646  -0.553  0.70
O  -0.693  3.802  -0.693  -0.68
C  -2.075  1.883  -1.064  -0.16
C  -3.363  2.309  -1.374  -0.41
N  -4.393  1.480  -1.542  -0.62
C  -4.192  0.190  -1.328  0.66
N  -5.051  -0.797  -1.739  -0.55
O  -4.306  -1.983  -1.523  -0.23
N  -3.041  -1.696  -0.949  0.83
O  -2.346  -2.649  -0.620  -0.73
C  -2.981  -0.339  -0.743  -0.83
C  -1.709  0.441  -0.812  0.74
C  1.650  -1.745  -0.525  0.89
C  0.734  -2.899  -0.744  -1.39
C  2.895  -1.792  -1.134  -1.01
H  5.836  -0.145  -1.105  0.36
H  5.546  -1.832  -1.596  0.38
H  5.043  -0.504  -2.643  0.29
H  4.298  1.000  0.218  0.35
H  2.097  2.340  1.307  0.30
H  1.338  1.134  2.424  0.22
H  3.103  1.320  2.316  0.58
H  -0.062  -2.071  2.209  0.52
H  -2.136  -0.598  3.221  0.54
H  -2.043  2.778  1.471  0.37
H  -3.121  1.862  2.551  0.36
H  -1.451  2.253  3.051  0.30
H  -3.519  3.390  -1.541  0.42
H  -1.096  0.011  -1.641  0.50
H  0.988  -3.380  -1.696  0.44
H  0.836  -3.674  0.031  0.29
H  -0.317  -2.626  -0.792  0.09
H  3.129  -2.639  -1.790  0.37

This record from the OMol25 dataset describes C11H23Br8NO as an isolated structure at a distorted geometry. The level of theory is the ωB97M-V functional and the def2-TZVPD basis.

Values from the calculation:
LUMO level: -0.47 eV
ΔE to the lowest compared entry with this formula, charge and spin: 258.2 kcal/mol
HOMO energy: -7.9963 eV
Calculated total energy: -575647.116 eV
2S+1: 1

Last column: Mulliken charge in e.
Positions of all 44 atoms, in Å:
C  3.920  1.765  -3.245  0.20
O  4.322  2.060  -4.358  -0.62
N  2.927  0.906  -3.044  0.21
C  2.468  0.388  -1.775  -1.57
C  2.160  0.413  -4.246  -0.94
H  4.329  2.075  -2.271  0.28
H  1.419  0.574  -1.547  0.60
H  3.049  0.623  -0.882  0.36
H  2.510  -0.696  -1.874  0.60
H  1.070  0.427  -4.229  0.30
H  2.547  0.804  -5.187  0.34
H  2.482  -0.614  -4.419  0.31
Br  0.239  -5.060  -2.900  -0.21
C  -0.007  -3.520  -1.623  -0.86
C  -0.006  -2.160  -2.286  0.80
Br  1.833  -1.897  -3.190  -0.14
H  0.860  -3.392  -0.975  0.48
H  -0.837  -3.759  -0.959  0.46
H  -0.203  -1.402  -1.528  -0.94
H  -0.813  -1.889  -2.967  0.57
Br  -2.957  -1.982  1.646  -0.15
C  -1.593  -1.572  3.068  -0.18
C  -2.243  -1.841  4.452  -0.73
Br  -0.926  -1.983  5.991  -0.16
H  -1.450  -0.493  3.000  0.14
H  -0.648  -2.050  2.809  0.52
H  -2.727  -2.815  4.518  0.40
H  -2.935  -1.032  4.684  0.38
Br  -1.203  5.465  1.508  -0.16
C  -2.436  4.171  2.426  -0.79
C  -1.877  2.748  2.274  -0.66
Br  -2.104  2.022  0.356  -0.01
H  -3.318  4.352  1.812  0.39
H  -2.562  4.471  3.466  0.43
H  -2.554  2.192  2.924  0.35
H  -0.865  2.570  2.637  0.70
Br  2.007  -0.049  1.029  -0.06
C  0.118  0.342  1.454  -0.91
C  -0.794  -0.260  0.294  -1.60
Br  -0.146  0.368  -1.489  -0.38
H  -0.159  1.380  1.634  0.33
H  -0.293  -0.125  2.349  0.33
H  -1.871  -0.178  0.443  1.00
H  -0.732  -1.345  0.216  0.60

This record from the OMol25 dataset describes C20H5Cl65GaO as an isolated structure at a distorted geometry. The level of theory is the ωB97M-V functional and the def2-TZVPD basis.

Values from the calculation:
LUMO level: 1.18 eV
Total charge: -1
HOMO energy: -6.1968 eV
Calculated total energy: -889193.528 eV
2S+1: 1

Last column: Mulliken charge in e.
Positions of all 92 atoms, in Å:
C  3.120  -1.611  -1.594  -0.23
C  1.831  -1.641  -1.913  -0.34
Ga  0.075  -1.651  -3.066  0.03
C  -1.435  -2.460  -1.885  -0.11
C  -2.600  -1.338  -1.777  0.10
O  -3.812  -1.649  -2.026  -0.51
Cl  -2.231  0.405  -1.351  -0.05
H  4.289  -1.563  -1.475  0.49
H  0.239  -2.560  -4.391  -0.30
H  -0.326  -0.150  -3.467  -0.14
H  -1.911  -3.384  -2.395  0.03
H  -1.065  -2.737  -0.834  0.22
C  4.802  2.000  -0.260  -0.02
Cl  6.184  1.817  -1.364  -0.15
Cl  3.906  3.480  -0.672  0.13
Cl  3.727  0.591  -0.422  0.00
Cl  5.392  2.112  1.415  0.08
C  5.973  -2.987  0.847  0.18
Cl  5.474  -2.859  2.549  -0.04
Cl  6.631  -4.613  0.542  -0.13
Cl  4.563  -2.703  -0.211  0.07
Cl  7.223  -1.769  0.503  -0.11
C  0.020  4.753  -0.550  0.00
Cl  1.394  4.565  -1.661  0.03
Cl  -0.885  6.229  -0.967  -0.03
Cl  -1.050  3.344  -0.690  0.18
Cl  0.620  4.877  1.119  -0.11
C  3.917  7.744  -1.269  0.21
Cl  4.547  6.525  -2.398  -0.08
Cl  2.141  7.736  -1.315  0.01
Cl  4.465  7.366  0.378  -0.03
Cl  4.515  9.352  -1.740  -0.12
C  -5.895  -4.572  -3.295  0.15
Cl  -7.123  -5.824  -3.593  -0.07
Cl  -4.450  -5.319  -2.577  -0.01
Cl  -5.458  -3.796  -4.833  0.02
Cl  -6.548  -3.354  -2.180  -0.10
C  -2.045  3.911  -4.991  0.19
Cl  -0.506  4.098  -5.861  -0.12
Cl  -1.983  4.830  -3.472  0.02
Cl  -3.375  4.521  -6.003  -0.13
Cl  -2.313  2.195  -4.623  0.07
C  2.729  -0.453  4.768  0.14
Cl  3.623  -1.904  5.276  -0.12
Cl  2.198  0.448  6.206  -0.05
Cl  3.784  0.578  3.777  0.07
Cl  1.310  -0.936  3.815  -0.07
C  9.048  3.071  3.192  0.28
Cl  9.018  4.699  3.904  -0.10
Cl  9.303  3.197  1.437  -0.09
Cl  10.372  2.131  3.917  -0.10
Cl  7.502  2.257  3.508  -0.03
C  -3.027  -6.999  0.622  0.11
Cl  -2.418  -8.230  -0.506  -0.08
Cl  -4.804  -6.982  0.574  -0.08
Cl  -2.483  -7.385  2.270  -0.01
Cl  -2.406  -5.400  0.154  0.07
C  3.067  8.901  3.921  0.23
Cl  4.549  8.017  4.346  -0.08
Cl  2.104  7.930  2.788  0.05
Cl  2.119  9.211  5.392  -0.12
Cl  3.499  10.447  3.158  -0.09
C  1.512  -6.171  -0.440  0.21
Cl  2.990  -7.064  -0.011  -0.12
Cl  0.555  -7.130  -1.590  -0.11
Cl  0.554  -5.870  1.030  -0.08
Cl  1.950  -4.620  -1.184  -0.01
C  -3.299  -6.358  6.140  0.34
Cl  -2.286  -5.442  7.277  -0.09
Cl  -4.872  -6.702  6.894  -0.10
Cl  -3.546  -5.402  4.664  -0.04
Cl  -2.493  -7.888  5.728  -0.11
C  -3.206  9.390  1.036  0.30
Cl  -3.236  11.024  1.736  -0.10
Cl  -2.962  9.503  -0.721  -0.09
Cl  -1.877  8.460  1.759  -0.04
Cl  -4.750  8.574  1.368  -0.10
C  -3.799  -1.162  -7.268  0.28
Cl  -5.031  -2.410  -7.565  -0.10
Cl  -2.357  -1.913  -6.551  -0.07
Cl  -3.360  -0.386  -8.807  -0.12
Cl  -4.446  0.059  -6.152  -0.07
C  -0.870  1.397  9.212  0.36
Cl  -1.541  1.801  7.617  -0.09
Cl  -1.085  2.777  10.312  -0.10
Cl  -1.715  -0.022  9.869  -0.10
Cl  0.862  1.033  9.050  -0.08
C  -8.167  -8.394  -6.449  0.32
Cl  -9.189  -8.564  -5.005  -0.11
Cl  -9.162  -8.607  -7.907  -0.11
Cl  -7.430  -6.779  -6.465  -0.02
Cl  -6.889  -9.629  -6.419  -0.10

| no. | Kohn-Sham gap (eV) |
| --- | --- |
| 1 | 9.659 |
| 2 | 5.578 |
| 3 | 7.525 |
| 4 | 7.380 |